The following is a quantum chemistry calculation of C51H32CdCl6N7S2 as an isolated structure, from OMol25.

Each line ends with the Mulliken charge.
Cartesian coordinates (Å):
Cd 0.05956 0.00134 -0.02025  1.01
Cl 0.03230 2.00423 -8.74130  -0.27
C 0.30204 1.22266 -7.20479  0.54
C 1.26247 1.71121 -6.34277  -1.26
C 1.44601 1.11116 -5.10714  -0.08
C 0.71414 -0.01818 -4.70946  0.69
C -0.29005 -0.44590 -5.59681  -0.23
C -0.48930 0.15149 -6.82935  -1.40
C 0.86944 -0.58294 -3.34445  0.39
C 1.95346 -0.19950 -2.53000  0.07
C 3.30614 0.11554 -2.97565  -1.61
C 4.06432 0.25662 -1.86565  -1.21
C 3.17722 0.07731 -0.72412  0.53
C 3.55146 0.22098 0.62292  -0.05
C 5.00018 0.50753 0.88690  -0.70
C 5.87253 -0.53412 1.19773  0.36
C 7.21924 -0.29437 1.44281  -0.93
C 7.69239 1.00546 1.37332  0.45
Cl 9.38252 1.32044 1.68031  -0.24
C 6.84883 2.05831 1.06753  -0.97
C 5.50404 1.80278 0.82747  0.36
C 2.71555 0.13641 1.75521  0.46
N 1.37715 -0.07198 1.75709  0.71
C 0.94347 -0.04028 3.04245  -0.09
C -0.35800 -0.34415 3.47825  1.33
C -0.67661 -0.01534 4.89413  -0.34
C -0.44799 1.28117 5.36963  0.11
C -0.74807 1.63993 6.67609  -1.16
C -1.28961 0.69472 7.53005  0.40
Cl -1.69739 1.14186 9.16664  -0.24
C -1.50360 -0.60379 7.10218  -0.97
C -1.19106 -0.95022 5.79551  -0.46
C -1.33753 -0.99545 2.66825  -0.21
C -2.62450 -1.51348 3.08075  -1.17
C -3.10689 -2.25207 2.03971  -1.34
C -2.14355 -2.14446 0.97268  0.01
N -1.11519 -1.35138 1.37932  -0.25
C -2.23918 -2.78768 -0.28356  1.35
C -1.44469 -2.55168 -1.41398  0.03
C -1.48350 -3.29828 -2.65047  -1.24
C -0.67633 -2.64342 -3.52779  -1.31
C -0.11998 -1.50315 -2.82384  0.25
N -0.57705 -1.49787 -1.56391  1.12
C -3.30541 -3.82713 -0.41858  -0.88
C -3.23981 -5.00635 0.32004  0.13
C -4.20741 -5.99279 0.18298  -0.95
C -5.25723 -5.78890 -0.69651  0.38
Cl -6.47527 -7.02505 -0.87857  -0.24
C -5.35556 -4.62087 -1.43336  -0.96
C -4.37534 -3.64725 -1.29154  0.02
C 2.08091 0.22154 3.91706  -1.19
C 3.17267 0.31098 3.12539  -1.43
N 1.93475 -0.22917 -1.17544  0.56
H 1.82931 2.59244 -6.61305  0.39
H 2.12928 1.57670 -4.41485  0.54
H -0.95913 -1.24103 -5.31258  0.45
H -1.27665 -0.19716 -7.48642  0.41
H 3.64215 0.13383 -4.00066  0.76
H 5.12545 0.45606 -1.80700  0.50
H 5.48602 -1.54625 1.24475  0.48
H 7.89635 -1.10579 1.68041  0.39
H 7.24047 3.06720 1.01840  0.39
H 4.82854 2.62019 0.59780  0.48
H -0.02973 2.02219 4.69717  0.69
H -0.56182 2.64724 7.02804  0.45
H -1.90263 -1.33833 7.78959  0.39
H -1.31094 -1.97940 5.48059  0.61
H -3.10953 -1.33536 4.02822  0.66
H -4.03936 -2.79682 1.98874  0.52
H -2.02453 -4.22047 -2.81301  0.55
H -0.39737 -2.96537 -4.52156  0.72
H -2.41284 -5.15062 1.00616  0.49
H -4.14722 -6.91318 0.74984  0.39
H -6.18940 -4.47735 -2.10913  0.40
H -4.43749 -2.72899 -1.86507  0.59
H 2.04662 0.26293 4.99608  0.49
H 4.19614 0.48660 3.42803  0.41
Cl -2.79007 0.73702 -0.81983  -0.22
C -2.71823 1.69016 -2.27367  0.57
C -3.82200 1.64482 -3.10697  -0.74
C -3.83266 2.38574 -4.27337  -0.56
C -2.74144 3.18865 -4.57316  -0.68
C -1.64999 3.22882 -3.72142  0.42
Cl -0.35762 4.31981 -4.13674  -0.22
C -1.55588 2.44942 -2.54234  -0.22
S -0.12836 2.44242 -1.55373  -0.33
H -4.66782 1.02228 -2.83382  0.38
H -4.68703 2.35569 -4.93832  0.37
H -2.73077 3.79019 -5.47323  0.42
N -1.07444 2.35902 1.60179  -0.24
N -0.78142 3.30539 2.60584  -0.24
C 0.43226 3.82483 2.79419  0.16
N 0.48931 4.68756 3.87648  -0.40
S 1.77448 3.47513 1.88165  -0.25
H -0.85104 2.75003 0.68342  -0.06
H -2.06970 2.18511 1.64118  0.21
H -1.55535 3.65466 3.13773  0.23
H -0.34621 5.18918 4.13918  0.19
H 1.33563 5.22839 3.89156  0.22

**Lowest unoccupied orbital energy (alpha / beta)**: 0.960 / 0.959 eV
**ΔE to the lowest compared entry with this formula, charge and spin**: 19.1 kcal/mol
**Orbital gap (alpha / beta)**: 0.188 / 0.188 hartree
**HOMO level (alpha / beta)**: -0.1524 / -0.1525 Ha
**Net charge**: -1

The following is a quantum chemistry calculation of a 5-piece molecular cluster, C3H16NO4 overall, from OMol25.

Each line ends with the Mulliken charge.
Cartesian coordinates (Å):
C 1.45751 0.39354 -1.73081  -1.29
C 0.75422 -0.64756 -0.93987  0.69
C -0.36651 -1.25926 -1.19965  -0.78
N 1.62689 -1.17431 0.17020  -0.16
H 1.43269 0.11936 -2.77616  0.39
H 1.00373 1.39805 -1.75456  0.29
H 2.45768 0.74724 -1.50416  0.36
H -0.86249 -2.10783 -0.74014  0.16
H -1.08326 -0.84325 -1.90444  0.25
H 2.58606 -1.23288 -0.15975  0.38
H 1.35934 -2.14348 0.32861  0.36
H 1.56106 -0.53603 0.98614  0.33
H -1.89752 1.06692 1.05734  0.24
H -0.60929 1.45309 0.43411  0.34
O -0.95615 1.07110 1.24986  -0.58
H -2.93096 2.70870 -1.62806  0.30
H -3.07909 2.08896 -0.22193  0.30
O -2.58239 2.02976 -1.04230  -0.61
H 2.37863 1.73643 1.44419  0.26
H 1.03162 1.66727 2.19863  0.32
O 1.55007 1.24641 1.50278  -0.60
H -1.91157 -3.08267 1.50501  0.33
H -1.28137 -2.44367 2.79852  0.31
O -1.63890 -2.25589 1.92644  -0.62

**Lowest unoccupied orbital energy**: -2.935 eV
**ΔE to the lowest compared entry with this formula, charge and spin**: 35.1 kcal/mol
**Orbital gap**: 0.404 hartree
**HOMO level**: -0.5115 Ha
**Net charge**: +1

The following is a quantum chemistry calculation of a 14-piece molecular cluster, C38H98Br4N9O11 overall, from OMol25.

Each line ends with the Mulliken charge.
Cartesian coordinates (Å):
O -1.13211 -0.42479 2.39800  -0.49
C -0.35464 -0.49614 1.20449  -0.25
C 0.81112 0.61454 0.89516  -0.29
O 2.08925 0.47063 1.49539  -0.64
H -1.06920 -0.32360 0.39966  -0.36
H -0.01079 -1.51420 1.02169  0.35
H 0.36108 1.60696 0.92126  -0.26
H 0.93431 0.49673 -0.18143  0.24
C 1.60283 -2.05675 4.26480  0.77
C 2.22369 -0.91614 4.99896  0.30
O 2.39876 -1.03927 6.19812  -0.53
N 2.63163 0.34989 4.31834  1.33
H 2.47830 0.16392 3.33752  -0.53
H 2.15255 1.21467 4.52505  -0.21
C 4.12794 0.58371 4.39999  -0.67
H 0.55274 -1.86133 4.04747  -0.73
H 1.66983 -2.99887 4.80888  0.35
H 2.15291 -2.16779 3.33036  -0.10
H 4.76341 -0.16702 3.93024  0.34
H 4.46875 0.62560 5.43449  0.34
H 4.17295 1.54815 3.89410  0.23
C 2.59911 -4.00089 0.20176  -0.98
C 3.10725 -2.88992 -0.68592  0.66
O 3.19045 -2.95401 -1.90094  -0.46
N 3.78934 -1.70649 0.05734  0.34
H 3.08146 -1.08485 0.42145  -0.55
H 4.20716 -2.04149 0.91366  0.47
C 4.74606 -0.82804 -0.72339  -0.32
H 3.38848 -4.44517 0.80808  0.39
H 2.13620 -4.78235 -0.40085  0.40
H 1.82246 -3.53263 0.80644  0.26
H 5.53050 -1.44258 -1.16508  0.36
H 5.09359 -0.05341 -0.03982  0.20
H 4.19345 -0.34036 -1.52644  -0.02
C -4.40120 -0.89649 2.87461  0.35
C -4.02291 -2.04084 3.77524  0.64
O -4.81131 -2.76130 4.34406  -0.52
N -2.51535 -2.24965 3.94867  1.43
H -2.18382 -3.10457 3.52523  -0.19
H -2.07310 -1.58117 3.33413  -0.61
C -2.05742 -2.07500 5.44926  -0.72
H -5.46341 -0.68515 2.99764  0.50
H -4.08299 -1.14012 1.86096  -0.40
H -3.79828 -0.00876 3.06571  -0.31
H -1.00547 -2.24941 5.67526  0.21
H -2.71830 -2.80276 5.92012  0.46
H -2.24188 -1.05589 5.78911  0.19
C 2.56884 -5.96514 3.12116  -0.56
C 2.07603 -6.74779 4.24560  0.25
O 2.75438 -7.53277 4.90563  -0.47
N 0.65760 -6.43948 4.60390  0.50
H 0.69507 -5.90226 5.45836  0.35
H 0.22432 -5.93412 3.84431  -0.46
C -0.19522 -7.69998 5.02518  -0.68
H 1.91974 -6.16584 2.26882  0.41
H 3.58799 -6.16762 2.79187  0.51
H 2.55025 -4.88047 3.22724  0.02
H 0.02625 -8.49335 4.31131  0.32
H -1.24954 -7.43808 4.93620  0.31
H 0.14264 -7.85491 6.04985  0.36
C -2.06969 4.45910 3.73045  -1.05
C -2.34092 2.94573 3.86281  0.45
O -3.42763 2.39293 3.86578  -0.48
N -1.14231 2.04214 3.95500  1.58
H -1.04833 1.32243 3.25267  -0.67
H -0.27006 2.54704 3.88907  -0.11
C -1.08730 1.40939 5.38449  -1.02
H -1.93642 4.84101 4.74262  0.49
H -2.97474 4.97037 3.40245  0.43
H -1.13792 4.76127 3.25231  -0.02
H -2.09990 1.14567 5.68975  0.48
H -0.74303 2.18497 6.06863  0.42
H -0.56180 0.45913 5.47915  0.23
C 1.56132 0.43592 -4.49168  -1.34
C 1.86707 1.80306 -5.24747  1.76
C 3.11846 1.73398 -6.18738  -1.20
C 2.96096 1.04293 -7.58843  -0.73
C 1.70555 1.58841 -8.28685  -1.19
C 0.43200 1.50229 -7.45647  1.24
N 0.64509 2.13458 -6.11743  0.72
O -0.49647 2.48892 -5.49376  -0.21
C -0.08021 0.01805 -7.39812  -1.43
C -0.59956 2.30120 -8.29601  -1.73
C 1.98180 2.99946 -4.29490  -1.99
H 0.49696 0.36049 -4.26910  0.06
H 2.11231 0.31507 -3.55899  0.41
H 1.78033 -0.39004 -5.16838  0.34
H 3.94464 1.28727 -5.63424  0.45
H 3.42511 2.76506 -6.36327  0.45
H 2.86513 -0.00124 -7.29071  0.33
H 3.76761 1.16547 -8.31120  0.45
H 1.64381 1.12082 -9.26953  0.43
H 1.88863 2.64413 -8.48694  0.41
H -0.56156 -0.30231 -8.32212  0.46
H -0.74724 -0.25294 -6.57975  0.28
H 0.74719 -0.66661 -7.21168  0.33
H -0.72646 2.01834 -9.34099  0.43
H -0.44537 3.37065 -8.15242  0.45
H -1.59868 2.18528 -7.87598  0.42
H 2.04733 3.97071 -4.78528  0.51
H 2.81658 2.88868 -3.60282  0.50
H 1.10373 3.06727 -3.65265  0.33
C -5.09461 -3.64654 0.17072  -1.21
C -3.74701 -3.52433 -0.69058  0.36
C -3.92853 -3.89217 -2.18175  -0.79
O -2.70530 -3.50946 -2.77293  -0.26
C -2.70796 -3.61247 -4.16965  -0.83
N -3.27765 -2.01984 -0.57766  0.82
H -2.63991 -1.85259 -1.34278  0.40
H -4.01487 -1.33264 -0.64376  -0.33
H -2.78630 -1.83120 0.28437  -0.36
H -4.97258 -3.51889 1.24632  0.22
H -5.59949 -4.58866 -0.04287  0.45
H -5.78448 -2.86383 -0.14479  0.36
H -2.84361 -3.98503 -0.29091  0.23
H -4.74756 -3.30920 -2.60298  0.40
H -4.12858 -4.96281 -2.22419  0.43
H -3.52648 -3.19733 -4.75767  0.35
H -2.66365 -4.65408 -4.48774  0.35
H -1.76581 -3.15519 -4.47190  0.20
C -2.62193 3.46769 0.53965  -1.52
C -2.69930 3.55639 -1.00205  0.23
C -1.94529 2.40703 -1.62731  0.32
O -2.39640 2.18401 -3.03153  -0.46
C -2.44139 0.83583 -3.38707  -0.75
N -4.24157 3.48472 -1.32037  -0.04
H -4.51578 3.63208 -2.28120  0.37
H -4.51451 2.57215 -0.98449  -0.18
H -4.69852 4.22425 -0.80618  0.39
H -3.10313 4.31948 1.02029  0.55
H -1.59611 3.48445 0.90775  -0.25
H -3.08190 2.58701 0.98790  0.83
H -2.39108 4.52021 -1.40719  0.49
H -2.16597 1.50457 -1.05725  -0.08
H -0.87062 2.58546 -1.66397  -0.01
H -2.69100 0.78222 -4.44674  0.38
H -3.14493 0.26748 -2.77871  0.43
H -1.51167 0.31592 -3.15595  0.14
C 3.93376 3.46937 -0.82434  -0.87
C 3.17500 4.19865 0.36720  -0.02
C 1.68207 4.59945 0.10373  -0.03
O 1.27557 5.37225 1.19301  -0.32
C 0.06964 6.08141 0.93396  -0.70
N 3.24782 3.29386 1.60468  0.47
H 4.21076 3.09311 1.83392  -0.06
H 2.77595 3.49653 2.47438  0.27
H 2.81451 2.40774 1.38756  -0.38
H 3.35657 2.61266 -1.17217  -0.04
H 4.88179 3.20712 -0.35470  0.39
H 4.16412 4.15189 -1.64238  0.46
H 3.70326 5.06482 0.76570  0.43
H 1.01402 3.73818 0.09876  -0.22
H 1.78694 5.20732 -0.79494  0.51
H -0.40114 6.39237 1.86658  0.31
H -0.71388 5.42426 0.55667  0.05
H 0.19621 6.93252 0.26485  0.41
Br 1.85584 3.59025 5.03451  -0.64
Br -5.72872 0.41891 -0.26566  -0.67
Br 6.48995 2.12807 1.69571  -0.72
Br -1.33506 -4.96450 2.46928  -0.76

**Lowest unoccupied orbital energy**: -10.518 eV
**Orbital gap**: 0.077 hartree
**HOMO level**: -0.4635 Ha
**Net charge**: +3

The following is a quantum chemistry calculation of a 7-piece molecular cluster, C4H20NO8S overall, from OMol25.

Each line ends with the Mulliken charge.
Cartesian coordinates (Å):
C 1.88457 0.52407 -2.51475  -0.80
N 2.22005 -0.29167 -1.34144  -0.57
C 1.68316 0.18223 -0.10456  0.47
C 2.31723 -0.63459 1.07436  -0.94
S 1.88579 -0.02924 2.78529  -0.28
C 0.11692 -0.17441 0.11156  0.28
O -0.23791 -1.26426 -0.38770  -0.90
O -0.53104 0.59223 0.84971  -0.47
H 2.72595 0.66709 -3.18294  0.30
H 1.35361 1.42999 -2.20012  0.19
H 1.00634 0.06776 -2.98655  0.29
H 1.93259 -1.23912 -1.56120  0.34
H 1.91791 1.24272 -0.02417  0.37
H 2.00031 -1.66823 0.98412  0.18
H 3.40437 -0.59463 1.15475  0.43
H 0.49737 -0.06789 2.90512  0.10
H -1.44437 -1.41549 -1.69124  0.47
H -2.63208 -2.25332 -1.47642  0.32
O -2.21014 -1.77149 -2.18749  -0.71
H -0.71105 -4.02064 0.61894  0.33
H 0.41938 -3.09477 0.75024  0.38
O 0.17450 -3.99033 1.02146  -0.72
H -3.03622 1.17046 -0.00122  0.31
H -2.44865 1.92594 -0.98171  0.32
O -2.95034 2.12570 -0.17213  -0.64
H -3.62982 -1.88599 1.57303  0.26
H -2.41524 -1.59928 0.66343  0.28
O -2.75248 -2.20311 1.33365  -0.59
H 0.10672 2.56433 2.69823  0.27
H -1.12378 2.09564 1.73017  0.43
O -0.58042 2.82269 2.07860  -0.68
H 0.33611 3.31656 0.25071  0.32
H 0.19064 4.13475 -1.07256  0.25
O 0.53004 3.33630 -0.69715  -0.59

**Lowest unoccupied orbital energy**: 2.995 eV
**ΔE to the lowest compared entry with this formula, charge and spin**: 31.4 kcal/mol
**Orbital gap**: 0.292 hartree
**HOMO level**: -0.1824 Ha
**Net charge**: -1

The following is a quantum chemistry calculation of C6H9N in the gas phase, from OMol25.

Each line ends with the Mulliken charge.
Cartesian coordinates (Å):
C -0.57765 -0.71961 1.87047  -0.27
C 0.33869 -0.95657 0.73810  -0.23
N -1.11907 -1.30629 0.64663  -0.51
C -1.30212 -0.18158 -0.31976  -0.54
C 0.19492 0.11587 -0.31958  0.57
C 0.89481 1.41865 -0.54761  -0.63
C 1.01664 0.30250 -1.55380  -0.75
H -0.83625 0.30225 2.14810  0.18
H -0.58425 -1.42844 2.69539  0.25
H 1.11103 -1.72361 0.75564  0.34
H -1.96521 0.60903 0.05298  0.28
H -1.68144 -0.56107 -1.27307  0.32
H 1.77113 1.66382 0.04613  0.24
H 0.27526 2.27324 -0.81096  0.25
H 0.48844 0.39762 -2.50058  0.24
H 1.97507 -0.20582 -1.62808  0.26

**Lowest unoccupied orbital energy**: 1.090 eV
**ΔE to the lowest compared entry with this formula, charge and spin**: 71.2 kcal/mol
**Orbital gap**: 0.368 hartree
**HOMO level**: -0.3284 Ha

The following is a quantum chemistry calculation of C5H8O3 in the gas phase, from OMol25.

Each line ends with the Mulliken charge.
Cartesian coordinates (Å):
O -2.49847 0.88495 -0.51010  -0.53
C -1.42319 0.38573 -0.78187  -0.08
C -0.62012 -0.23146 0.37867  0.79
O -1.49932 -0.46384 1.42423  -0.65
C 0.21324 -1.41426 -0.19863  -0.77
C 1.30598 -0.27940 -0.56049  -0.81
C 0.70797 0.51278 0.55037  -0.15
O 0.63255 1.94800 0.41266  -0.55
H -0.96258 0.47048 -1.72767  0.40
H -2.37111 -0.25618 1.04136  0.37
H 0.58977 -1.93667 0.67757  0.30
H -0.17589 -2.11865 -0.90575  0.34
H 2.35324 -0.45527 -0.60947  0.39
H 1.12858 0.30469 -1.45910  0.24
H 1.20422 0.31796 1.49766  0.40
H 1.41512 2.33115 0.77055  0.32

**Lowest unoccupied orbital energy**: 0.676 eV
**ΔE to the lowest compared entry with this formula, charge and spin**: 47.6 kcal/mol
**Orbital gap**: 0.401 hartree
**HOMO level**: -0.3761 Ha

no.,DFT total energy (Ha)
1,-6071.3917
2,-479.3439
3,-13122.0344
4,-1219.3510
5,-288.6686
6,-420.9802